Entry 1:
{"formula": "C24H28CoN6S2", "method": "ωB97M-V/def2-TZVPD", "lumo_ha": [-0.010, -0.013], "homo_ev": [-7.622, -7.592], "s2": 1.08, "total_charge": 0, "orbital_gap_ha": [0.2701, 0.2656], "largest_force_ev_per_a": 0.5, "multiplicity": 2, "elements": ["Co", "C", "C", "C", "C", "C", "C", "C", "C", "S", "C", "N", "C", "C", "C", "C", "C", "C", "C", "C", "H", "H", "H", "H", "H", "H", "H", "H", "H", "H", "H", "H", "H", "H", "H", "H", "S", "C", "N", "C", "N", "C", "N", "C", "N", "C", "N", "C", "C", "H", "H", "H", "H", "H", "H", "H", "H", "H", "H", "H", "H"], "positions_angstrom": [[1.22232, -0.47958, 0.04358], [-5.69854, -0.02869, -0.84790], [-4.44046, -0.21484, -1.70565], [-3.73495, 1.13459, -1.83007], [-4.83857, -0.68360, -3.11176], [-3.54236, -1.27337, -1.06649], [-4.04359, -2.57915, -0.87454], [-3.28481, -3.59451, -0.33678], [-1.96978, -3.30850, 0.02815], [-0.73712, -4.34229, 0.69020], [0.35723, -3.01320, 0.70526], [-0.14817, -1.88933, 0.27537], [-1.46507, -2.02556, -0.13882], [-2.24327, -1.00565, -0.68450], [1.77711, -3.03079, 1.05813], [2.41563, -4.16851, 1.53492], [3.78081, -4.12635, 1.76033], [4.47234, -2.95630, 1.47606], [3.81107, -1.82652, 1.00119], [2.43086, -1.81063, 0.79294], [-6.35214, 0.71957, -1.30092], [-5.43840, 0.30804, 0.15747], [-6.26776, -0.95411, -0.75423], [-4.41325, 1.85556, -2.28894], [-2.84516, 1.07291, -2.45980], [-3.44188, 1.53121, -0.85527], [-5.46989, 0.06621, -3.59279], [-5.39650, -1.62033, -3.08173], [-3.95537, -0.83829, -3.73360], [-5.06050, -2.80125, -1.17043], [-3.70042, -4.58553, -0.21398], [-1.80145, -0.02919, -0.82571], [1.86399, -5.08429, 1.71739], [4.30185, -4.99765, 2.13351], [5.54523, -2.92336, 1.62278], [4.42104, -0.96177, 0.77299], [1.66264, -0.02246, -4.64392], [1.39500, -0.07509, -3.04537], [1.18970, -0.09071, -1.88930], [3.33093, 1.51173, 0.74656], [1.84792, 1.38238, 0.67103], [1.35711, 2.44235, -0.27275], [1.74220, 3.77006, 0.16622], [3.20350, 3.82675, 0.23467], [3.74163, 2.83910, 1.17325], [3.15977, 3.09098, 2.49433], [1.69351, 3.01642, 2.47344], [1.30303, 1.69354, 2.01943], [1.20302, 4.00237, 1.50549], [3.73896, 1.28150, -0.23872], [3.68786, 0.77837, 1.46663], [0.26790, 2.37157, -0.31776], [1.75573, 2.22906, -1.26051], [3.50564, 4.82385, 0.55804], [3.61374, 3.63777, -0.75818], [3.45596, 4.08565, 2.82987], [3.54314, 2.35297, 3.20113], [0.21330, 1.63123, 1.97032], [1.66858, 0.93418, 2.71390], [1.49601, 4.99874, 1.83916], [0.11314, 3.95278, 1.46664]], "atomic_forces_ev_per_a": [[-0.3, 0.1, -0.1], [0.0, 0.0, 0.0], [0.0, 0.0, 0.0], [0.0, 0.0, 0.0], [0.0, 0.0, 0.0], [-0.1, -0.1, 0.0], [0.0, 0.1, 0.0], [0.1, 0.0, 0.0], [-0.1, 0.0, 0.0], [0.0, -0.1, 0.0], [0.2, 0.1, 0.1], [0.0, -0.2, -0.4], [0.2, 0.2, 0.1], [0.0, 0.0, 0.0], [-0.3, 0.0, 0.0], [0.1, 0.0, 0.0], [0.0, 0.0, 0.0], [0.0, 0.0, 0.0], [0.0, 0.0, 0.0], [0.2, -0.1, 0.3], [0.0, 0.0, 0.0], [0.0, 0.0, 0.0], [0.0, 0.0, 0.0], [0.0, 0.0, 0.0], [0.0, 0.0, 0.0], [0.0, 0.0, 0.0], [0.0, 0.0, 0.0], [0.0, 0.0, 0.0], [0.0, 0.0, 0.0], [0.0, 0.0, 0.0], [0.0, 0.0, 0.0], [0.0, 0.0, 0.0], [0.0, 0.0, 0.0], [0.0, 0.0, 0.0], [0.0, 0.0, 0.0], [0.0, 0.0, 0.0], [0.0, 0.0, 0.3], [0.0, 0.1, -0.4], [0.0, 0.0, 0.2], [0.0, 0.1, 0.0], [0.4, 0.1, -0.3], [-0.1, 0.0, 0.1], [0.0, 0.0, 0.0], [0.0, 0.0, 0.0], [-0.1, 0.0, 0.0], [0.0, 0.0, 0.0], [0.0, 0.0, 0.0], [0.0, -0.1, 0.0], [0.0, 0.0, 0.0], [0.0, 0.0, 0.0], [0.0, 0.0, 0.0], [0.0, 0.0, 0.0], [0.0, 0.0, 0.0], [0.0, 0.0, 0.0], [0.0, 0.0, 0.0], [0.0, 0.0, 0.0], [0.0, 0.0, 0.0], [0.0, 0.0, 0.0], [0.0, 0.0, 0.0], [0.0, 0.0, 0.0], [0.0, 0.0, 0.0]]}

---

Entry 2:
{"formula": "C24H28IN4OSSiTl", "method": "ωB97M-V/def2-TZVPD", "lumo_ha": -0.331, "homo_ev": -12.956, "total_charge": 2, "orbital_gap_ha": 0.1454, "largest_force_ev_per_a": 1.7, "elements": ["Tl", "C", "Si", "C", "C", "C", "C", "C", "C", "N", "C", "S", "H", "H", "H", "H", "H", "H", "H", "H", "H", "H", "H", "H", "C", "N", "N", "C", "O", "C", "C", "C", "C", "C", "C", "C", "C", "C", "H", "H", "H", "H", "H", "H", "H", "H", "H", "H", "H", "H", "I", "C", "C", "C", "C", "N", "C", "H", "H", "H", "H"], "positions_angstrom": [[0.06450, -0.11863, -0.96517], [6.32786, 0.08246, 1.15475], [5.42728, 0.03463, 2.77299], [5.83173, -1.53624, 3.70412], [5.74772, 1.56166, 3.78278], [3.49403, -0.05314, 2.68036], [2.85616, -0.15075, 3.93096], [1.49046, -0.20072, 4.00964], [0.70957, -0.13858, 2.82118], [1.25155, -0.03620, 1.64235], [2.63169, -0.01417, 1.55631], [3.26981, 0.06485, 0.02967], [7.38876, 0.15442, 1.39700], [6.07417, 0.94659, 0.53682], [6.19574, -0.81696, 0.55957], [6.89962, -1.73552, 3.62247], [5.30356, -2.40118, 3.30523], [5.59791, -1.46142, 4.76409], [6.82303, 1.64418, 3.94728], [5.27045, 1.52714, 4.76107], [5.41971, 2.46775, 3.27451], [3.44162, -0.17891, 4.83969], [0.99181, -0.26648, 4.96727], [-0.37199, -0.15959, 2.87472], [0.90702, -6.16891, -1.37856], [-0.16059, -5.22234, -1.15213], [0.05659, -3.90495, -0.80999], [-1.16413, -3.26266, -0.65738], [-1.21495, -2.06749, -0.29224], [-2.14522, -4.23756, -0.94077], [-1.49252, -5.41329, -1.22168], [-2.05242, -6.74432, -1.57526], [1.33480, -3.29595, -0.74381], [2.15375, -3.50789, 0.37830], [3.39470, -2.92171, 0.44829], [3.84228, -2.10453, -0.59462], [3.01669, -1.86913, -1.70352], [1.76096, -2.47856, -1.77478], [1.83511, -5.63042, -1.56152], [0.67798, -6.76278, -2.26135], [1.03982, -6.82925, -0.52086], [-3.20530, -4.08029, -0.90295], [-3.13657, -6.69044, -1.60205], [-1.76142, -7.49999, -0.84710], [-1.70139, -7.06809, -2.55442], [1.80308, -4.15282, 1.17235], [4.03371, -3.12034, 1.29579], [4.84601, -1.70724, -0.57909], [3.38735, -1.31026, -2.54900], [1.14118, -2.36609, -2.65637], [-5.54485, 3.05791, -2.14309], [-3.51696, 3.23898, -1.74745], [-2.87482, 4.46778, -1.80971], [-1.51689, 4.52076, -1.53592], [-0.85721, 3.34806, -1.21665], [-1.46877, 2.16582, -1.15672], [-2.77407, 2.11480, -1.41535], [-3.42112, 5.36299, -2.06880], [-0.98097, 5.45757, -1.57364], [0.20499, 3.35432, -1.00429], [-3.24601, 1.14212, -1.35522]], "atomic_forces_ev_per_a": [[-0.4, 0.7, -0.3], [0.0, 0.2, -0.1], [-0.2, -0.1, 0.3], [0.1, 0.1, -0.1], [0.1, -0.1, -0.1], [0.0, 0.0, -0.2], [0.0, 0.1, -0.1], [-0.3, 0.0, -0.2], [0.2, 0.1, 0.4], [0.4, -0.2, -0.2], [-0.8, -0.3, 1.5], [0.5, 0.3, -1.3], [0.1, 0.0, 0.0], [0.0, 0.0, 0.1], [0.1, -0.1, 0.0], [0.1, 0.0, 0.0], [0.0, -0.1, 0.0], [0.0, 0.0, 0.1], [0.1, 0.1, 0.0], [0.0, 0.0, 0.0], [0.0, 0.0, 0.0], [0.0, 0.0, 0.0], [0.0, -0.1, 0.0], [0.0, 0.0, 0.0], [0.1, -0.1, 0.0], [0.0, -0.1, -0.1], [0.2, 0.1, 0.0], [0.1, 0.1, 0.1], [-0.2, 0.1, 0.1], [0.1, 0.0, 0.1], [0.0, 0.0, -0.1], [0.0, 0.0, 0.0], [0.0, -0.1, 0.0], [0.3, 0.0, 0.2], [-0.4, -0.7, 0.3], [0.4, 1.0, 0.3], [-0.5, -0.4, -0.4], [0.1, -0.1, -0.2], [0.0, -0.1, 0.0], [0.0, 0.0, 0.0], [0.0, 0.0, 0.0], [-0.1, 0.0, 0.0], [0.0, 0.0, 0.0], [0.0, 0.0, 0.0], [0.0, 0.0, -0.1], [0.0, 0.0, 0.0], [0.1, 0.1, 0.1], [0.2, -0.5, -0.3], [0.0, 0.2, 0.0], [0.1, 0.0, 0.0], [0.0, 0.0, 0.0], [0.0, 0.0, 0.0], [0.0, -0.1, 0.0], [0.0, 0.0, 0.0], [0.0, 0.1, 0.0], [0.0, -0.1, 0.1], [-0.1, 0.0, 0.0], [0.0, 0.0, 0.0], [0.0, 0.0, 0.0], [0.1, 0.0, 0.0], [0.0, 0.0, 0.0]]}

---

Entry 3:
{"formula": "C24H28N2O4", "method": "ωB97M-V/def2-TZVPD", "smiles": "CCCN1Cc2cccc(C(=O)N[C@H](CC(=O)OCC)c3ccc(C)cc3)c2C1=O", "lumo_ha": 0.007, "homo_ev": -8.726, "total_charge": 0, "orbital_gap_ha": 0.3281, "largest_force_ev_per_a": 0.7, "elements": ["C", "C", "C", "N", "C", "C", "C", "C", "C", "C", "C", "O", "N", "C", "C", "C", "O", "O", "C", "C", "C", "C", "C", "C", "C", "C", "C", "C", "C", "O", "H", "H", "H", "H", "H", "H", "H", "H", "H", "H", "H", "H", "H", "H", "H", "H", "H", "H", "H", "H", "H", "H", "H", "H", "H", "H", "H", "H"], "positions_angstrom": [[3.66536, 3.01690, -3.78558], [2.34041, 3.37343, -3.12378], [2.48461, 3.68312, -1.63051], [2.96060, 2.55022, -0.87367], [4.30520, 2.43792, -0.37545], [4.28117, 1.11639, 0.32433], [5.32074, 0.49538, 0.98361], [5.07592, -0.73872, 1.56461], [3.82098, -1.31017, 1.47320], [2.75517, -0.69748, 0.81192], [1.47877, -1.50187, 0.83335], [1.46242, -2.60448, 1.35672], [0.40585, -0.93928, 0.26351], [-0.88171, -1.59120, 0.21560], [-1.29961, -1.79338, -1.25853], [-2.72409, -2.29374, -1.30729], [-3.08560, -3.39147, -0.97665], [-3.54165, -1.34050, -1.76515], [-4.93768, -1.63672, -1.80706], [-5.60017, -1.36908, -0.46391], [-1.93209, -0.77938, 0.93716], [-2.13588, 0.55929, 0.62839], [-3.12917, 1.28029, 1.26596], [-3.94308, 0.68633, 2.22139], [-5.01868, 1.46475, 2.91768], [-3.72963, -0.65123, 2.53153], [-2.73670, -1.37540, 1.89844], [3.00303, 0.54981, 0.22476], [2.17106, 1.50503, -0.54995], [0.98954, 1.43751, -0.87053], [3.52473, 2.88081, -4.85497], [4.06351, 2.08937, -3.38011], [4.39679, 3.80941, -3.63634], [1.91117, 4.25128, -3.60973], [1.63749, 2.54728, -3.23752], [3.18176, 4.50995, -1.47662], [1.50315, 3.96357, -1.23437], [4.53857, 3.26015, 0.31303], [5.03942, 2.45998, -1.18884], [6.29359, 0.95989, 1.04219], [5.86517, -1.25576, 2.08871], [3.62329, -2.27308, 1.92093], [0.47176, -0.02159, -0.17876], [-0.77162, -2.56805, 0.69856], [-1.23524, -0.84420, -1.79002], [-0.64047, -2.52903, -1.72028], [-5.34394, -0.98529, -2.58385], [-5.06799, -2.68591, -2.09259], [-5.41370, -0.34457, -0.15138], [-6.67105, -1.53236, -0.54561], [-5.19406, -2.03975, 0.28885], [-1.51782, 1.04623, -0.11088], [-3.27788, 2.32081, 1.01245], [-5.24646, 2.38235, 2.38042], [-4.69586, 1.73057, 3.92468], [-5.92734, 0.87204, 3.00522], [-4.35168, -1.13017, 3.27448], [-2.58814, -2.41649, 2.14525]], "atomic_forces_ev_per_a": [[-0.2, 0.1, 0.0], [0.2, 0.0, 0.2], [-0.5, 0.0, -0.3], [0.2, 0.1, 0.0], [0.3, 0.1, 0.1], [-0.3, -0.1, -0.1], [-0.1, 0.0, 0.0], [0.1, 0.2, -0.1], [-0.2, -0.1, 0.0], [0.4, 0.0, 0.1], [-0.2, 0.0, -0.1], [0.1, -0.2, 0.1], [-0.2, 0.1, -0.2], [-0.1, -0.3, 0.0], [0.0, -0.1, 0.2], [0.2, 0.0, -0.2], [0.0, -0.2, 0.1], [0.1, 0.3, -0.1], [-0.5, -0.3, 0.1], [0.3, -0.1, -0.3], [0.1, -0.1, 0.2], [0.0, -0.1, 0.1], [0.0, 0.0, 0.0], [0.0, -0.1, 0.0], [0.1, 0.0, 0.1], [0.0, 0.1, 0.0], [0.1, 0.0, -0.1], [0.6, -0.2, 0.3], [-0.2, 0.2, -0.1], [-0.2, 0.1, -0.1], [0.1, 0.0, -0.1], [0.1, -0.1, 0.0], [0.1, 0.1, 0.0], [-0.1, 0.0, 0.0], [-0.1, 0.1, 0.0], [0.0, 0.0, 0.0], [0.1, 0.1, 0.0], [0.0, -0.1, -0.1], [0.0, 0.0, 0.1], [0.1, 0.0, 0.0], [0.1, -0.1, 0.0], [0.0, 0.0, 0.0], [0.2, 0.0, 0.1], [-0.1, 0.2, -0.1], [0.0, 0.0, 0.0], [0.0, 0.0, 0.0], [0.1, -0.1, 0.1], [0.0, 0.2, 0.0], [0.0, 0.1, 0.1], [-0.1, 0.0, 0.0], [0.0, 0.0, 0.1], [0.1, 0.1, -0.1], [0.0, 0.1, 0.0], [-0.1, 0.1, 0.0], [-0.1, 0.1, 0.1], [-0.1, 0.0, 0.0], [-0.1, -0.1, 0.1], [0.0, -0.1, 0.0]]}

---

Entry 4:
{"formula": "C24H28N2O4", "method": "ωB97M-V/def2-TZVPD", "smiles": "CCCCC1=CC2=CC(=O)[C@@](C)(OC(=O)CC)C(=O)C2=CN1CCc1ccccn1", "lumo_ha": 0.012, "homo_ev": -7.419, "total_charge": 0, "orbital_gap_ha": 0.2851, "largest_force_ev_per_a": 0.8, "elements": ["C", "C", "C", "C", "C", "C", "C", "C", "C", "O", "C", "C", "O", "C", "O", "C", "C", "C", "O", "C", "C", "N", "C", "C", "C", "C", "C", "C", "C", "N", "H", "H", "H", "H", "H", "H", "H", "H", "H", "H", "H", "H", "H", "H", "H", "H", "H", "H", "H", "H", "H", "H", "H", "H", "H", "H", "H", "H"], "positions_angstrom": [[-0.30934, 6.31276, -0.04160], [0.35225, 5.09990, 0.60073], [-0.39790, 3.81042, 0.27009], [0.27746, 2.60624, 0.92338], [-0.34769, 1.27570, 0.60967], [-1.50918, 1.13944, -0.07255], [-2.11367, -0.13062, -0.35359], [-3.24177, -0.26826, -1.10796], [-3.79450, -1.53982, -1.44628], [-4.67248, -1.71421, -2.27469], [-3.27190, -2.76211, -0.65675], [-4.27440, -3.06107, 0.46215], [-3.26078, -3.89741, -1.53196], [-2.32122, -3.83434, -2.46839], [-1.52666, -2.92715, -2.54656], [-2.35401, -5.04328, -3.36967], [-1.76363, -6.24301, -2.62777], [-1.88536, -2.62701, -0.03185], [-1.26440, -3.61056, 0.32027], [-1.40636, -1.26321, 0.18092], [-0.23129, -1.07097, 0.84010], [0.30307, 0.14404, 1.07765], [1.61690, 0.20447, 1.67767], [2.72147, 0.14714, 0.60621], [3.98241, 0.79253, 1.10839], [5.21019, 0.14262, 1.07808], [6.32838, 0.80984, 1.55123], [6.18306, 2.09888, 2.03828], [4.91530, 2.65965, 2.02769], [3.84649, 2.02833, 1.57837], [-0.33242, 6.20649, -1.12379], [0.23671, 7.22072, 0.20208], [-1.33198, 6.42250, 0.31251], [1.38339, 5.01969, 0.24974], [0.38106, 5.23475, 1.68436], [-1.42667, 3.90089, 0.62315], [-0.41779, 3.67794, -0.81315], [0.25625, 2.74983, 2.00934], [1.32828, 2.60205, 0.62312], [-2.01949, 2.01259, -0.44116], [-3.70330, 0.59528, -1.56265], [-3.96123, -3.95401, 0.99856], [-5.25317, -3.22837, 0.01945], [-4.32371, -2.21866, 1.14824], [-3.38962, -5.24559, -3.64335], [-1.77206, -4.82261, -4.26454], [-0.73987, -6.03313, -2.32691], [-2.34739, -6.45589, -1.73613], [-1.76780, -7.12023, -3.27055], [0.31202, -1.92976, 1.20791], [1.72989, 1.12552, 2.24907], [1.72465, -0.63908, 2.36312], [2.90958, -0.88238, 0.30222], [2.38209, 0.69819, -0.27489], [5.28694, -0.86160, 0.69062], [7.29631, 0.33049, 1.54091], [7.02756, 2.65288, 2.41601], [4.74128, 3.66259, 2.39546]], "atomic_forces_ev_per_a": [[0.2, -0.1, 0.1], [-0.3, 0.0, -0.2], [0.3, 0.0, 0.2], [-0.2, 0.1, -0.2], [-0.3, 0.2, -0.2], [0.2, 0.1, 0.1], [-0.2, -0.4, -0.2], [0.1, 0.4, 0.1], [0.1, -0.2, -0.1], [0.1, 0.0, 0.1], [-0.2, -0.2, -0.1], [0.2, -0.1, -0.3], [-0.4, 0.0, 0.6], [0.3, -0.2, -0.7], [-0.1, 0.1, 0.0], [0.1, 0.1, 0.1], [-0.1, 0.1, -0.1], [0.1, -0.3, 0.1], [-0.2, 0.1, 0.0], [0.5, 0.4, 0.3], [-0.5, -0.3, -0.2], [-0.3, -0.2, 0.0], [0.6, 0.1, 0.0], [-0.1, 0.1, 0.2], [0.2, -0.3, -0.1], [0.0, 0.1, 0.1], [-0.1, 0.1, 0.0], [0.0, -0.1, 0.0], [0.3, 0.2, 0.1], [-0.4, 0.1, -0.1], [0.0, 0.0, -0.1], [0.0, 0.1, 0.0], [-0.1, 0.1, 0.0], [0.1, 0.0, 0.1], [0.1, 0.0, 0.0], [-0.1, 0.0, -0.1], [-0.1, 0.0, -0.1], [0.1, 0.0, 0.0], [0.1, 0.0, 0.1], [0.0, 0.2, 0.0], [-0.1, 0.1, 0.0], [0.1, 0.0, 0.1], [-0.1, 0.1, 0.0], [0.0, 0.1, 0.1], [0.0, 0.0, -0.1], [-0.1, 0.1, 0.1], [0.1, 0.0, 0.0], [0.0, -0.1, 0.1], [0.0, -0.1, 0.0], [0.1, 0.0, 0.0], [-0.1, -0.1, 0.0], [-0.1, 0.1, 0.0], [0.0, 0.0, -0.1], [0.0, 0.0, 0.0], [0.0, -0.1, 0.0], [0.1, 0.0, 0.0], [0.1, 0.1, 0.0], [0.1, 0.1, 0.1]]}